No. 1
C7H13ClI2N2OPRu | ωB97M-V/def2-TZVPD

Each line ends with the Mulliken spin population.
Element x y z (Å)
I  0.683  -1.068  -5.725  0.492
I  -2.024  -0.406  -5.509  0.501
Ru  -0.020  -0.188  0.402  2.492
P  0.495  1.908  0.390  -0.147
C  0.624  2.724  -1.243  0.003
C  -0.686  2.983  1.295  0.046
H  2.095  1.900  2.199  -0.002
H  2.278  3.386  1.192  0.003
H  2.903  1.815  0.595  0.002
C  2.108  2.300  1.176  0.042
H  -0.782  2.600  2.319  -0.003
H  -0.332  4.024  1.308  0.003
H  0.887  3.785  -1.129  0.000
H  -0.345  2.635  -1.754  -0.002
H  -1.657  2.935  0.785  0.002
H  1.400  2.211  -1.828  -0.002
C  -0.138  -0.366  -1.408  -0.164
O  -0.237  -0.537  -2.571  0.048
Cl  0.126  -0.034  2.745  0.718
N  -0.298  -4.454  0.798  0.001
C  -1.660  -4.178  0.820  0.000
C  -1.788  -2.816  0.721  -0.004
N  -0.518  -2.276  0.612  -0.023
C  0.365  -3.264  0.684  -0.006
H  0.152  -5.358  0.861  0.000
H  -2.427  -4.929  0.901  0.000
H  -2.645  -2.169  0.711  -0.002
H  1.438  -3.162  0.654  0.000

Computed properties:
* 2S+1: 5
* HOMO (alpha / beta): -18.40 / -18.39 eV
* <S²>: 6.022
* charge: +3
* gap between HOMO and LUMO (alpha / beta): 6.13 / 3.85 eV
* DFT total energy: -53060.79239 eV

---

No. 2
C7H13ClN2 | ωB97M-V/def2-TZVPD

Each line ends with the Mulliken charge.
Element x y z (Å)
C  0.260  2.090  0.377  -0.538
C  1.563  2.189  0.115  -0.316
C  2.261  -0.093  -0.055  0.378
C  -0.566  0.865  0.685  -0.403
C  -1.921  -2.004  0.573  -1.204
C  -0.638  -0.039  -1.577  -0.892
C  -0.459  -1.572  0.311  -0.619
N  2.520  1.152  0.041  -0.008
N  -0.372  -0.245  -0.200  0.354
Cl  3.092  -1.468  0.001  0.092
H  -0.268  3.034  0.437  0.429
H  1.999  3.169  -0.030  0.431
H  -0.375  0.556  1.719  0.369
H  -1.625  1.170  0.644  0.478
H  -2.418  -1.335  1.269  0.365
H  -2.487  -2.060  -0.354  0.373
H  -1.888  -2.997  1.016  0.394
H  -1.666  -0.360  -1.815  0.362
H  -0.558  1.013  -1.856  0.422
H  0.008  -0.648  -2.212  0.359
H  -0.031  -2.271  -0.412  0.400
H  0.074  -1.639  1.261  0.429
H  3.495  1.493  0.063  0.345

Computed properties:
* HOMO (alpha / beta): -18.52 / -18.55 eV
* charge: +2
* gap between HOMO and LUMO (alpha / beta): 7.80 / 7.87 eV
* DFT total energy: -22950.71261 eV

---

No. 3
C7H13F | ωB97M-V/def2-TZVPD

Each line ends with the Mulliken charge.
Element x y z (Å)
C  1.391  -1.077  1.086  0.683
C  0.129  -0.958  0.859  0.200
C  1.985  -2.154  1.911  -1.345
C  2.303  0.034  0.779  -1.381
C  -1.564  2.423  -1.014  -0.930
C  -2.498  0.474  -2.238  -0.892
C  -1.240  1.162  -1.682  -0.056
F  -0.839  -1.900  1.093  -0.286
H  2.843  -1.912  2.429  0.417
H  2.316  -2.969  1.203  0.263
H  1.337  -2.723  2.655  0.305
H  1.860  0.684  0.014  0.346
H  3.316  -0.260  0.607  0.388
H  2.485  0.641  1.665  0.315
H  -2.456  2.151  -0.307  0.230
H  -0.829  2.856  -0.446  0.257
H  -1.898  2.965  -1.825  0.456
H  -2.580  -0.438  -1.643  0.277
H  -3.450  0.973  -2.269  0.369
H  -2.208  0.130  -3.294  0.307
H  -0.403  -0.102  0.417  0.079

Computed properties:
* HOMO: -8.24 eV
* charge: 0
* gap between HOMO and LUMO: 8.47 eV
* energy above the lowest of the compared OMol25 structures with the same formula, charge and spin: 109.7 kcal per mole
* DFT total energy: -10182.08640 eV

---

No. 4
C7H13FN2O2S | ωB97M-V/def2-TZVPD

Each line ends with the Mulliken charge.
Element x y z (Å)
C  -1.052  1.714  1.719  -1.300
C  -0.041  1.018  0.588  -0.031
C  1.209  0.327  1.143  -0.474
C  2.156  0.058  0.103  0.534
O  2.569  0.848  -0.692  -0.639
N  2.850  -1.096  0.280  -0.345
S  4.140  -1.747  -0.723  -0.155
C  -0.719  0.125  -0.475  0.229
C  -1.875  0.618  -1.297  -1.787
N  -1.148  -1.130  0.017  0.237
F  -2.391  -1.124  0.619  -0.271
C  -0.523  -2.412  0.176  -0.052
O  0.633  -2.633  -0.160  -0.538
H  -1.626  0.855  2.182  0.296
H  -0.420  2.192  2.475  0.401
H  -1.839  2.438  1.274  0.293
H  0.376  1.866  0.026  0.421
H  0.799  -0.571  1.606  0.192
H  1.677  1.001  1.884  0.352
H  2.376  -1.824  0.704  0.342
H  4.055  -0.758  -1.583  0.146
H  0.001  -0.213  -1.220  0.460
H  -2.733  0.566  -0.667  0.441
H  -2.001  0.018  -2.096  0.510
H  -1.682  1.699  -1.604  0.315
H  -1.317  -3.054  0.509  0.422

Computed properties:
* HOMO: -8.52 eV
* charge: 0
* gap between HOMO and LUMO: 9.22 eV
* DFT total energy: -28094.62085 eV
* SMILES: C[C@@H](CC(=O)NS)[C@H](C)N(F)C=O

---

No. 5
C7H13FNO | ωB97M-V/def2-TZVPD

Each line ends with the Mulliken charge.
Element x y z (Å)
O  3.090  0.453  1.722  -0.475
C  2.238  -0.211  1.068  0.595
F  1.485  -1.168  1.825  -0.233
C  2.116  0.031  -0.507  -0.927
C  0.573  0.125  -1.034  0.340
C  -0.174  -1.278  -0.813  -0.697
C  -1.533  -1.253  0.048  -0.543
C  -1.539  -0.028  1.088  -0.577
N  -1.430  1.230  0.275  -0.085
C  -0.120  1.433  -0.423  -0.945
H  2.621  1.040  -0.773  0.341
H  2.624  -0.795  -1.129  0.411
H  0.668  0.284  -2.179  0.416
H  0.596  -2.007  -0.339  0.319
H  -0.436  -1.764  -1.834  0.322
H  -1.538  -2.219  0.689  0.311
H  -2.432  -1.246  -0.671  0.295
H  -0.788  -0.118  1.945  0.292
H  -2.596  -0.013  1.566  0.345
H  -2.228  1.341  -0.392  0.435
H  -1.540  2.028  0.945  0.392
H  0.671  1.976  0.226  0.390
H  -0.327  2.158  -1.305  0.277

Computed properties:
* HOMO: -14.46 eV
* charge: +1
* gap between HOMO and LUMO: 10.82 eV
* energy above the lowest of the compared OMol25 structures with the same formula, charge and spin: 0.0 kcal per mole
* DFT total energy: -13716.53147 eV
* SMILES: O=C(F)C[C@H]1CCC[NH2+]C1

---

No. 6
C7H13IN2 | ωB97M-V/def2-TZVPD

Each line ends with the Mulliken spin population.
Element x y z (Å)
C  -1.098  2.516  -0.311  0.009
C  -0.064  0.366  -0.201  -0.011
C  0.906  -0.562  2.112  0.059
C  0.723  -2.142  0.285  -0.026
C  -0.584  -0.899  -2.227  -0.008
C  -0.124  1.702  0.487  0.014
C  0.863  -0.671  0.581  0.412
N  -2.127  2.946  0.230  0.003
N  -0.579  0.259  -1.333  0.173
I  2.861  0.034  -0.035  1.349
H  -0.996  2.516  -1.461  0.003
H  1.619  -1.393  2.585  -0.003
H  -0.077  -0.865  2.595  0.009
H  1.219  0.391  2.399  -0.011
H  1.155  -2.869  0.894  0.008
H  -0.307  -2.554  0.372  0.021
H  0.925  -2.501  -0.656  -0.009
H  0.353  -1.466  -2.463  0.007
H  -0.962  -0.564  -3.342  0.004
H  -1.306  -1.630  -1.890  0.007
H  -0.531  1.858  1.466  -0.003
H  0.952  2.201  0.343  -0.008
H  -2.821  3.325  -0.430  0.000

Computed properties:
* 2S+1: 3
* HOMO (alpha / beta): -5.55 / -8.73 eV
* <S²>: 2.012
* charge: 0
* gap between HOMO and LUMO (alpha / beta): 6.09 / 5.12 eV
* DFT total energy: -18544.06037 eV

---

No. 7
C7H13N | ωB97M-V/def2-TZVPD

Each line ends with the Mulliken charge.
Element x y z (Å)
C  -0.610  3.915  0.647  -1.071
C  0.229  2.655  0.420  -0.164
C  -0.124  1.534  1.008  -0.267
C  0.754  0.277  0.990  -0.574
N  -0.116  -0.899  0.866  -0.257
C  -0.017  -1.573  -0.379  -0.133
C  0.030  -2.867  -0.679  -0.230
C  -0.074  -3.446  -2.031  -1.180
H  -0.284  4.883  0.256  0.322
H  -0.566  3.982  1.741  0.273
H  -1.683  3.854  0.440  0.267
H  0.976  2.848  -0.328  0.357
H  -1.007  1.347  1.611  0.315
H  1.312  0.291  1.932  0.304
H  1.475  0.262  0.169  0.362
H  -0.085  -1.586  1.610  0.215
H  -0.263  -0.848  -1.163  0.301
H  0.298  -3.605  0.070  0.258
H  -0.801  -4.270  -1.962  0.303
H  0.896  -3.910  -2.316  0.262
H  -0.339  -2.845  -2.902  0.336

Computed properties:
* HOMO: -8.03 eV
* charge: 0
* gap between HOMO and LUMO: 9.22 eV
* energy above the lowest of the compared OMol25 structures with the same formula, charge and spin: 47.3 kcal per mole
* DFT total energy: -8957.88046 eV
* SMILES: C/C=C/CN/C=C/C

---

No. 8
C7H13N | ωB97M-V/def2-TZVPD

Each line ends with the Mulliken charge.
Element x y z (Å)
C  -0.441  0.437  2.121  -1.164
C  0.993  0.678  1.605  -0.352
C  1.258  0.607  0.071  -0.903
N  0.914  -2.089  0.085  -0.693
C  -0.103  -1.325  -0.668  -0.351
C  0.053  0.074  -0.685  0.992
C  -0.512  0.830  -1.728  -0.515
C  -1.698  0.629  -2.371  -0.865
H  -0.405  0.636  3.191  0.392
H  -1.215  1.015  1.600  0.302
H  -0.695  -0.605  1.963  0.203
H  1.491  -0.217  2.000  0.208
H  1.312  1.647  1.993  0.445
H  2.056  -0.110  -0.113  0.431
H  1.445  1.609  -0.317  0.364
H  0.693  -3.064  -0.118  0.241
H  -0.455  -1.857  0.313  0.132
H  -0.515  -1.728  -1.590  0.410
H  -0.025  1.794  -1.906  0.184
H  -2.073  -0.384  -2.456  0.248
H  -2.075  1.424  -2.992  0.290

Computed properties:
* HOMO: -7.35 eV
* charge: 0
* gap between HOMO and LUMO: 6.89 eV
* energy above the lowest of the compared OMol25 structures with the same formula, charge and spin: 120.1 kcal per mole
* DFT total energy: -8954.72511 eV

---

No. 9
C7H13N | ωB97M-V/def2-TZVPD

Each line ends with the Mulliken charge.
Element x y z (Å)
C  -1.675  -0.882  -1.201  -1.212
C  0.337  -0.251  2.145  -1.575
C  -0.967  -1.187  -0.065  0.684
C  -0.351  0.133  0.850  1.259
C  -1.163  1.230  0.827  -0.951
N  -0.533  -2.293  0.427  -0.587
H  -1.175  -3.065  0.251  0.259
H  -2.011  0.113  -1.437  0.259
H  0.492  -0.071  -1.727  0.122
H  -1.918  -1.664  -1.906  0.325
H  -0.395  -0.583  2.881  0.364
H  1.020  -1.079  1.977  0.373
H  0.885  0.602  2.551  0.422
H  -1.704  1.538  -0.054  0.222
H  -1.292  1.849  1.705  0.298
C  1.462  0.260  -1.300  -0.378
C  1.953  1.487  -1.571  -0.514
H  1.306  2.295  -1.890  0.259
H  2.137  -0.547  -1.042  0.279
H  0.600  0.374  -0.009  -0.160
H  2.993  1.740  -1.412  0.253

Computed properties:
* HOMO (alpha / beta): -8.52 / -6.95 eV
* charge: 0
* gap between HOMO and LUMO (alpha / beta): 8.25 / 5.84 eV
* energy above the lowest of the compared OMol25 structures with the same formula, charge and spin: 143.6 kcal per mole
* DFT total energy: -8953.70425 eV

---

No. 10
C7H13N2 | ωB97M-V/def2-TZVPD

Each line ends with the Mulliken charge.
Element x y z (Å)
C  0.167  0.919  -1.017  -0.723
C  -0.363  -1.405  -0.375  -0.871
C  1.988  -0.603  0.071  -1.267
C  -1.113  1.473  -0.293  -0.553
C  -1.724  -0.831  0.143  -0.494
C  -0.007  0.190  1.271  -0.888
C  0.552  -0.255  -0.044  1.600
N  2.777  0.489  0.316  -0.547
N  -1.386  0.435  0.826  0.148
H  -0.192  0.524  -1.946  0.251
H  0.891  1.735  -0.981  0.446
H  -0.118  -2.323  0.200  0.331
H  -0.468  -1.529  -1.373  0.422
H  2.005  -1.317  0.870  0.480
H  2.414  -1.170  -0.817  0.447
H  -0.960  2.581  -0.040  0.300
H  -2.112  1.508  -0.803  0.369
H  -2.367  -0.682  -0.644  0.367
H  -2.206  -1.590  0.784  0.346
H  0.432  0.821  2.164  0.316
H  3.795  0.272  0.220  0.290
H  -2.007  0.757  1.468  0.231

Computed properties:
* HOMO (alpha / beta): -13.46 / -13.43 eV
* charge: +1
* gap between HOMO and LUMO (alpha / beta): 8.73 / 9.56 eV
* energy above the lowest of the compared OMol25 structures with the same formula, charge and spin: 129.8 kcal per mole
* DFT total energy: -10438.56704 eV

---

No. 11
C7H13N2O | ωB97M-V/def2-TZVPD

Each line ends with the Mulliken charge.
Element x y z (Å)
C  1.598  -2.328  0.052  -0.354
C  0.425  -2.954  -0.250  -0.271
C  0.048  -0.812  -0.157  0.214
C  -0.591  3.572  0.842  -1.110
C  2.267  0.048  0.446  -0.776
C  -1.924  -2.191  -0.660  -0.782
C  -0.810  2.378  -0.007  0.064
N  1.338  -0.995  0.108  0.176
N  -0.529  -1.989  -0.374  0.136
O  -1.480  2.558  -1.085  -0.315
H  2.569  -2.744  0.224  0.431
H  0.222  -3.997  -0.383  0.405
H  -0.996  3.368  1.833  0.253
H  -1.035  4.494  0.443  0.390
H  0.483  3.710  0.977  0.240
H  3.273  -0.238  0.151  0.332
H  1.981  0.970  -0.057  0.298
H  2.259  0.229  1.524  0.307
H  -2.532  -1.846  0.177  0.336
H  -2.213  -1.630  -1.549  0.337
H  -2.116  -3.249  -0.825  0.297
H  -0.427  0.170  -0.156  0.068
H  -1.808  3.474  -1.274  0.322

Computed properties:
* HOMO: -12.00 eV
* charge: +1
* gap between HOMO and LUMO: 9.46 eV
* energy above the lowest of the compared OMol25 structures with the same formula, charge and spin: 66.2 kcal per mole
* DFT total energy: -12489.16678 eV

---

No. 12
C7H13N2O2 | ωB97M-V/def2-TZVPD

Each line ends with the Mulliken charge.
Element x y z (Å)
C  -2.008  -3.071  -1.031  -0.079
C  -1.224  -1.222  0.523  0.543
C  1.573  1.186  1.561  -1.372
C  -0.636  2.064  0.657  -1.253
C  1.238  1.424  -0.913  -0.564
C  1.532  -0.072  -1.424  -0.503
C  0.764  1.549  0.403  1.094
N  -1.972  -2.344  0.050  -0.025
N  0.313  -0.757  -1.395  -0.716
O  -1.483  -0.882  1.644  -0.538
O  -0.199  -0.742  -0.099  -0.061
H  -1.545  -2.875  -2.022  0.282
H  1.612  2.063  2.396  0.335
H  1.247  0.330  2.037  0.370
H  2.539  0.775  1.434  0.434
H  -1.324  1.090  0.887  0.130
H  -1.106  2.490  -0.165  0.418
H  -0.736  2.715  1.460  0.452
H  0.346  1.724  -1.527  0.316
H  2.239  1.979  -0.911  0.341
H  1.852  -0.186  -2.376  0.461
H  2.152  -0.568  -0.734  0.334
H  -2.527  -3.944  -1.128  0.295
H  -2.646  -2.727  0.673  0.307

Computed properties:
* HOMO (alpha / beta): -11.21 / -10.66 eV
* charge: +1
* gap between HOMO and LUMO (alpha / beta): 5.89 / 5.00 eV
* energy above the lowest of the compared OMol25 structures with the same formula, charge and spin: 178.6 kcal per mole
* DFT total energy: -14530.84508 eV

---

> Look up the charge of the eleventh one.

+1